Below is a cluster of 10 separate species, C32H87N3O13 in total in a non-equilibrium geometry, with properties calculated with ωB97M-V with the def2-TZVPD basis set.

Structure (XYZ):
```
135
C32H87N3O13 ωB97M-V with the def2-TZVPD basis set
C 11.942 17.043 10.186
O 12.904 17.052 11.239
C 14.131 16.332 10.981
C 13.907 14.902 10.819
N 13.271 14.425 12.073
C 12.382 13.316 11.927
C 11.585 13.023 13.227
O 10.736 14.138 13.603
C 10.129 13.919 14.822
H 11.016 17.552 10.580
H 11.705 15.974 9.882
H 12.277 17.604 9.288
H 14.676 16.444 11.909
H 14.568 16.791 10.123
H 14.955 14.505 10.872
H 13.318 14.645 9.915
H 12.781 15.190 12.538
H 12.947 12.377 11.665
H 11.674 13.480 11.126
H 12.260 12.864 14.035
H 10.993 12.093 13.132
H 9.421 14.797 14.990
H 10.871 13.911 15.714
H 9.588 13.000 14.923
C 15.895 22.023 21.594
O 16.015 21.187 20.417
C 14.825 20.946 19.754
C 15.071 19.997 18.574
N 15.610 18.685 18.949
C 15.971 18.012 17.647
C 15.135 16.798 17.332
O 13.765 16.954 17.030
C 13.396 16.899 15.655
H 16.880 22.174 22.109
H 15.202 21.469 22.257
H 15.456 23.005 21.292
H 14.414 21.901 19.408
H 14.083 20.506 20.443
H 15.579 20.658 17.853
H 14.092 19.900 18.140
H 16.481 18.924 19.408
H 16.973 17.659 17.730
H 15.906 18.710 16.778
H 15.098 16.235 18.276
H 15.553 16.216 16.534
H 14.036 17.572 15.058
H 12.353 17.264 15.521
H 13.501 15.839 15.217
C 11.623 9.902 21.368
O 10.671 10.065 22.423
C 9.684 11.001 22.096
C 8.819 11.348 23.300
N 9.448 12.282 24.309
C 10.322 11.625 25.304
C 10.523 12.522 26.525
O 9.325 12.679 27.296
C 9.707 13.065 28.592
H 12.459 9.266 21.663
H 12.073 10.891 21.175
H 11.197 9.584 20.443
H 9.079 10.575 21.331
H 10.210 11.911 21.765
H 8.443 10.433 23.753
H 7.984 11.871 22.902
H 8.706 12.823 24.695
H 11.273 11.336 24.874
H 9.897 10.746 25.731
H 10.938 13.485 26.201
H 11.252 12.060 27.199
H 10.145 14.061 28.703
H 10.378 12.325 29.023
H 8.874 13.109 29.290
C 8.833 15.602 20.609
C 8.563 14.474 21.593
O 7.228 14.005 21.453
H 8.078 16.417 20.761
H 8.829 15.261 19.529
H 9.848 16.028 20.808
H 8.801 14.864 22.636
H 9.236 13.607 21.404
H 7.306 13.245 20.843
C 15.150 9.416 18.614
C 15.492 10.844 18.885
O 15.827 11.490 17.653
H 15.847 8.992 17.897
H 14.173 9.304 18.174
H 15.185 8.826 19.449
H 16.392 10.882 19.525
H 14.673 11.264 19.444
H 14.986 11.862 17.333
C 12.554 9.794 16.056
C 11.592 10.302 17.233
O 11.007 11.477 16.751
H 13.214 8.879 16.219
H 13.234 10.631 15.820
H 11.936 9.567 15.172
H 12.252 10.414 18.108
H 10.935 9.487 17.346
H 10.627 12.053 17.467
C 7.610 13.549 17.558
C 7.446 12.104 18.009
O 7.972 11.966 19.314
H 7.118 14.154 18.340
H 7.076 13.741 16.647
H 8.661 13.830 17.478
H 7.975 11.339 17.394
H 6.423 11.849 18.115
H 8.447 11.118 19.301
C 13.644 14.454 22.796
C 12.579 14.087 23.746
O 11.363 14.372 23.145
H 13.503 15.473 22.529
H 13.574 13.818 21.916
H 14.598 14.357 23.259
H 12.758 14.614 24.672
H 12.706 12.994 23.915
H 10.665 13.765 23.448
C 16.126 12.796 13.514
C 15.885 13.755 14.639
O 15.377 14.942 14.188
H 16.314 11.790 13.868
H 16.909 13.143 12.904
H 15.287 12.790 12.778
H 16.781 13.905 15.179
H 15.189 13.259 15.386
H 14.649 14.702 13.516
C 12.474 14.797 19.029
C 11.645 13.656 19.696
O 10.516 13.374 18.792
H 13.163 15.236 19.716
H 11.806 15.619 18.966
H 12.852 14.486 18.074
H 11.286 13.894 20.665
H 12.212 12.733 19.770
H 9.762 13.138 19.400
```

Properties
Molar mass   722.1 g/mol
SMILES   COCCNCCOC.COCCNCCOC.COCCNCCOC.CCO.CCO.CCO.CCO.CCO.CCO.CCO
E_LUMO   0.01732 Eh
Total charge   0
Total energy   -65675.1518 eV
Gap between HOMO and LUMO   0.3387 hartree

Below is a structure of composition C31H52BrN3OP2Ti in a non-equilibrium geometry, with properties calculated with ωB97M-V with the def2-TZVPD basis set.

Structure (XYZ):
```
91
C31H52BrN3OP2Ti ωB97M-V with the def2-TZVPD basis set
N -5.557 -1.873 3.455
C -4.747 -0.934 3.947
C -4.396 0.200 3.213
C -4.918 0.348 1.900
C -5.778 -0.653 1.401
C -6.097 -1.733 2.246
C -4.443 1.432 1.050
Ti 0.680 0.920 -0.851
P 2.819 -0.003 -1.909
C -4.276 1.304 -0.302
C -3.056 1.749 -0.957
C -2.765 1.281 -2.269
C -1.507 1.441 -2.801
C -0.506 2.014 -1.985
C -0.808 2.680 -0.741
C -2.109 2.520 -0.250
Br 1.166 3.006 -3.141
H -4.109 2.334 1.559
H -5.037 0.833 -0.927
H -3.694 0.925 3.621
H -6.188 -0.611 0.392
H -4.345 -1.084 4.949
H -6.791 -2.500 1.898
H -3.559 0.760 -2.812
H -2.391 2.946 0.722
H -1.267 1.228 -3.843
H -0.195 3.524 -0.429
P -0.341 -1.637 -1.040
C 3.169 1.622 -1.025
C 4.088 2.570 -1.813
H 3.599 1.397 -0.039
H 2.212 2.223 -0.849
H 4.132 3.521 -1.266
H 5.104 2.182 -1.953
H 3.622 2.805 -2.779
C 2.604 0.138 -3.737
C 3.867 0.237 -4.577
H 1.971 1.032 -3.933
H 1.986 -0.723 -4.041
H 3.588 0.355 -5.634
H 4.469 1.114 -4.303
H 4.479 -0.668 -4.494
C 4.263 -1.053 -1.552
C 5.627 -0.403 -1.752
H 4.178 -1.977 -2.143
H 4.143 -1.357 -0.502
H 6.418 -1.137 -1.555
H 5.766 -0.040 -2.777
H 5.774 0.426 -1.054
C 0.440 -3.189 -0.350
C 1.956 -3.262 -0.453
H -0.009 -4.029 -0.900
H 0.137 -3.306 0.697
H 2.299 -4.261 -0.146
H 2.317 -3.089 -1.474
H 2.451 -2.535 0.201
C -0.369 -2.231 -2.809
C -1.537 -1.802 -3.679
H -0.350 -3.328 -2.757
H 0.584 -1.911 -3.253
H -1.463 -2.311 -4.647
H -2.507 -2.064 -3.245
H -1.531 -0.729 -3.868
C -2.106 -1.982 -0.559
C -2.451 -2.551 0.820
H -2.503 -2.665 -1.326
H -2.617 -1.014 -0.687
H -3.452 -3.002 0.777
H -1.772 -3.342 1.155
H -2.499 -1.772 1.589
C 0.507 -1.394 2.335
N 0.664 -0.131 3.029
C 0.645 -0.174 4.483
C 1.322 1.064 4.996
C 0.649 2.274 4.436
N 0.655 2.181 2.984
C 0.436 3.426 2.260
C 0.710 1.018 2.344
O 0.771 0.985 1.046
H -0.437 -1.427 1.773
H 0.496 -2.203 3.075
H 1.340 -1.549 1.640
H -0.393 -0.239 4.861
H 1.166 -1.090 4.788
H 2.375 1.048 4.701
H 1.286 1.084 6.087
H 1.176 3.192 4.690
H -0.379 2.350 4.811
H -0.577 3.486 1.835
H 0.562 4.246 2.976
H 1.164 3.545 1.446
```

Properties
Molar mass   672.5 g/mol
Spin multiplicity   3
E_LUMO (alpha / beta)   -0.21152 / -0.25424 Eh
Total charge   +2
Total energy   -151228.5199 eV
Gap between HOMO and LUMO (alpha / beta)   0.2435 / 0.2301 hartree

- Which value of total energy does entry 2 give?
  -151228.5199 eV

- Among the records above, which one has the highest total charge?
  C31H52BrN3OP2Ti

- molar mass of number 1 (C32H87N3O13)?
  722.1 g/mol